Entry 1:
# H8O4

A 4-piece molecular cluster, H8O4 overall in a non-equilibrium geometry (ωB97M-V with the def2-TZVPD basis set, the Open Molecules 2025 dataset).

ORCA input file:
```
! RIJCOSX wB97M-V def2-TZVPD def2/J DEFGRID3
* xyz 1 2
O -4.985 22.242 -1.062
H -4.611 21.596 -1.661
H -4.603 23.075 -1.339
O -2.990 21.133 0.296
H -3.085 21.893 -0.279
H -3.529 21.342 1.059
O -1.568 18.932 -0.423
H -1.669 19.038 -1.369
H -2.080 19.646 -0.045
O -2.158 22.522 -2.472
H -1.299 22.716 -2.097
H -2.031 21.705 -2.954
*
```

## Properties
orbital gap (spin up / spin down): 12.5 / 4.1 eV
E_LUMO (spin up / spin down): -4.126 / -11.575 eV
electronic energy: -305.333988 Eh
max |F|: 1.79 eV/A



Entry 2:
# H8O4Tl

H8O4Tl as an isolated structure in a non-equilibrium geometry (ωB97M-V with the def2-TZVPD basis set, the Open Molecules 2025 dataset).

ORCA input file:
```
! RIJCOSX wB97M-V def2-TZVPD def2/J DEFGRID3
* xyz 3 1
Tl 1.108 -0.169 0.187
O 1.414 -5.097 1.464
H 1.065 -5.919 1.119
H 1.731 -5.320 2.339
O -1.313 -2.954 -3.135
H -0.906 -3.435 -3.855
H -2.253 -3.021 -3.303
O -1.015 3.418 3.234
H -0.459 4.062 3.673
H -1.883 3.554 3.612
O 0.999 4.661 -1.586
H 0.224 5.166 -1.338
H 1.287 5.054 -2.410
*
```

## Properties
orbital gap: 1.6 eV
E_LUMO: -19.722 eV
electronic energy: -476.743314 Eh
max |F|: 1.27 eV/A



Q: Which value of max |F| does entry 1 give?
A: 1.79 eV/A